36
Properties=species:S:1:pos:R:3:forces:R:3 method="wB97M-V/def2-TZVPD" total_charge=+1 s2=6.052 homo_lumo_gap_ev="8.0 / 5.7" spin_multiplicity=5
Co 1.02381 1.66455 0.04470 -0.366 0.054 -0.236
S 0.82341 3.12856 -1.68032 -0.121 -0.209 -0.485
O 2.43647 0.87285 1.01081 0.294 -0.250 0.648
N -0.77465 1.18547 0.89331 0.268 0.071 0.166
N -2.21974 0.75408 2.50443 -0.036 -0.020 0.066
N 0.97406 0.56315 -2.65235 0.223 -1.362 -0.582
N 0.31328 2.18628 -4.08653 0.086 -0.334 -0.038
N 1.31137 0.26308 -1.42447 -0.275 1.057 0.108
C 2.65304 -0.38919 1.10752 -0.023 -0.009 -0.163
C -4.21567 0.15816 1.05520 -0.035 -0.008 0.086
C 0.70105 1.85163 -2.86344 -0.133 1.604 0.638
C -2.35898 0.71520 -1.03105 0.030 -0.005 -0.041
C 1.78369 -0.93693 -1.19135 0.408 -0.985 0.265
C -0.96832 1.12386 2.19428 -0.007 0.016 -0.055
C -1.98667 0.82937 0.30563 -0.248 -0.091 0.172
C -2.91017 0.55256 1.32173 0.151 0.040 -0.331
C -3.65461 0.32583 -1.29978 0.073 0.022 -0.053
C 3.29636 -0.89546 2.26477 0.065 -0.086 0.126
C -4.56960 0.05162 -0.27334 -0.032 -0.010 0.067
C 3.19885 -3.15270 1.38868 -0.139 -0.141 -0.328
C 2.61703 -2.70652 0.24043 0.207 -0.437 0.245
C 3.54838 -2.22998 2.40436 -0.030 0.269 0.000
C 2.31358 -1.33715 0.05311 -0.237 0.614 -0.281
H 0.26232 1.48654 -4.81188 0.037 -0.006 0.030
H -2.58907 0.64048 3.43284 0.044 0.021 0.058
H -3.97661 0.22869 -2.32770 0.003 -0.001 0.005
H 2.36111 -3.40853 -0.54373 0.008 0.039 -0.024
H 0.15877 3.15372 -4.31130 -0.051 0.034 -0.027
H -0.21667 1.34230 2.93697 -0.023 -0.016 0.015
H 1.81385 -1.65453 -2.01071 -0.151 0.086 -0.020
H -1.65861 0.91957 -1.82811 0.003 0.024 -0.008
H -4.91699 -0.05506 1.85086 -0.017 0.001 -0.029
H 3.39860 -4.20653 1.52183 0.025 0.015 0.014
H 3.57229 -0.18409 3.03142 -0.006 0.006 -0.018
H 4.03005 -2.58936 3.30437 -0.001 -0.004 0.004
H -5.57503 -0.25154 -0.53115 0.003 0.003 0.008

***

43
Properties=species:S:1:pos:R:3:forces:R:3 method="wB97M-V/def2-TZVPD" total_charge=+3 homo_lumo_gap_ev=7.1 relative_energy_ev=2.245
Os -0.23598 0.42878 -0.71426 -0.261 -0.519 -0.719
Se -0.07044 2.26267 2.81474 -0.152 -0.202 -0.069
S -0.62862 0.65803 -2.94569 -0.098 -0.402 0.409
F -2.13430 3.37166 0.98892 -0.029 -0.081 -0.097
F -3.51155 3.63732 -0.64107 0.020 -0.015 -0.039
F -3.65006 1.86893 0.57854 0.068 0.071 -0.063
F -2.74560 1.56558 -1.93048 0.056 0.028 0.156
F -1.18055 3.07954 -1.55816 0.187 0.221 -0.210
N 1.70025 -0.00781 -1.57295 -0.044 0.823 0.060
N -1.46540 1.55485 3.59645 -0.039 -0.003 -0.012
N 1.11653 1.09349 -4.88296 -0.013 -0.012 0.062
N 0.80709 -1.04186 0.62654 0.228 0.034 -0.187
N 1.99834 0.42574 -2.85365 -0.030 0.062 -0.025
N -1.82145 -0.15408 0.47676 -0.427 0.261 0.020
N -0.36506 1.33781 1.28416 -0.229 -0.283 0.163
C 2.58241 -0.71481 -0.95322 0.068 -0.235 0.130
C 1.13081 -2.42991 2.56066 -0.042 -0.013 0.048
C -3.63271 -0.86221 1.86056 -0.029 -0.079 -0.097
C -1.45368 0.62113 1.52452 0.413 0.358 0.134
C -2.80952 2.74731 0.01947 -0.011 0.044 0.181
C 2.96138 -2.00227 1.12514 0.020 0.066 -0.090
C -2.09073 0.71750 2.77120 0.250 0.068 0.044
C -1.85377 2.05758 -1.03207 0.118 -0.198 0.099
C 2.12033 -1.25549 0.32412 -0.083 0.094 0.142
C 0.34498 -1.64974 1.72025 0.066 -0.059 -0.113
C 3.93298 -1.07163 -1.46126 0.079 -0.022 -0.046
C -3.25924 -0.09243 2.92828 0.049 0.065 0.116
C 2.46791 -2.59290 2.28024 0.006 -0.059 0.097
C 0.97588 0.74098 -3.63289 0.098 0.015 -0.078
C -2.91440 -0.87212 0.62734 -0.060 -0.140 -0.003
H 0.30817 1.37058 -5.42783 -0.008 -0.003 -0.004
H -3.24773 -1.47635 -0.20825 -0.005 0.009 0.010
H 4.68918 -0.56202 -0.85602 -0.002 -0.005 -0.012
H 4.09009 -2.14472 -1.35288 0.018 -0.007 0.002
H 3.11351 -3.17616 2.92352 -0.005 -0.005 0.000
H 3.99794 -2.13435 0.85198 0.003 -0.002 0.001
H 0.67204 -2.89257 3.42388 0.000 -0.001 -0.001
H -4.51241 -1.48863 1.92501 0.002 0.009 -0.014
H 2.00984 1.11051 -5.36140 0.007 0.010 0.000
H 4.12014 -0.83503 -2.50435 -0.015 0.004 0.031
H 2.96193 0.44505 -3.15976 0.010 0.025 0.004
H -0.69514 -1.54787 1.96387 -0.186 0.065 -0.027
H -3.82338 -0.09010 3.85301 0.002 0.013 -0.004

***

33
Properties=species:S:1:pos:R:3:forces:R:3 method="wB97M-V/def2-TZVPD" homo_lumo_gap_ev=8.5 smiles="C[C@@H](I)CC1=C(CC(=O)c2ccccc2)C(=O)OC1=O" relative_energy_ev=0.000
I 1.55076 4.02913 1.04612 -0.053 -0.194 0.089
O 3.07792 0.28090 -2.42633 0.094 -0.004 0.091
O 2.69244 -1.79638 -1.64145 -0.099 -0.109 -0.111
O 1.62631 -3.49762 -0.60178 0.116 0.223 0.023
O -0.94964 0.13163 2.38747 0.068 0.062 0.138
C -3.30569 -0.30808 0.94416 0.009 0.094 -0.016
C 1.20426 1.34998 -0.23226 0.206 0.214 -0.222
C -4.26960 -0.28489 -1.25352 0.052 -0.013 0.095
C -1.89148 -0.54036 -0.98688 0.079 -0.149 0.026
C -4.41825 -0.22616 0.12707 0.002 0.024 -0.086
C 0.24509 -1.48182 1.14418 -0.060 -0.310 -0.225
C 1.56812 -0.05947 -0.56188 -0.136 -0.182 0.404
C 2.00954 1.90621 0.95210 -0.048 0.317 -0.178
C 2.53341 -0.42446 -1.64032 -0.128 0.096 -0.118
C 1.80776 -2.32758 -0.72409 0.024 -0.145 0.000
C -3.00618 -0.44205 -1.80383 -0.119 0.027 -0.090
C -2.03234 -0.46350 0.39559 -0.220 -0.018 0.042
C 1.14957 -1.19808 -0.00490 0.129 0.042 -0.015
C 3.52497 1.70110 0.85073 -0.114 0.124 0.027
C -0.90267 -0.52021 1.37097 0.022 0.127 0.047
H 3.81723 1.39315 -0.15151 0.008 -0.061 -0.029
H -2.89351 -0.48549 -2.87862 0.046 -0.006 -0.012
H -5.39789 -0.10264 0.56751 -0.036 -0.023 -0.010
H 4.06834 2.61955 1.05379 0.020 -0.024 0.119
H 3.85096 0.95863 1.57803 0.054 -0.121 -0.089
H -3.40743 -0.24897 2.01895 0.020 0.021 0.015
H 1.60897 1.51933 1.88418 0.008 -0.001 0.056
H 1.39962 1.97231 -1.10806 0.044 -0.075 -0.029
H -0.18328 -2.47841 0.99596 0.052 -0.010 -0.038
H -0.91906 -0.66887 -1.44190 0.000 0.009 0.022
H 0.83732 -1.52939 2.05945 -0.022 0.098 0.048
H -5.13401 -0.21012 -1.89969 -0.012 -0.002 0.006
H 0.13843 1.43263 -0.01925 -0.004 -0.032 0.020

***

34
Properties=species:S:1:pos:R:3:forces:R:3 method="wB97M-V/def2-TZVPD" homo_lumo_gap_ev=8.2 smiles="O=[N+]([O-])c1ccc(OCCn2cnc3ccccc32)cc1" relative_energy_ev=1.787
O -4.54475 -1.47612 -0.55643 -0.112 -0.202 -0.124
O 0.61595 1.90683 -1.06430 -0.027 -0.073 -0.183
O -4.81839 -0.18544 1.14040 -0.181 0.030 0.187
N 2.59463 0.84606 0.60815 0.162 -0.149 0.088
N 4.17919 -0.37313 -0.38793 0.600 -0.027 -0.291
N -4.19584 -0.56901 0.17044 -0.505 -0.244 0.142
C -2.96256 0.09593 -0.13562 1.112 0.659 -0.187
C 1.31448 2.77126 -0.19585 0.191 0.070 0.403
C 2.92258 -2.54379 -0.36113 -0.023 0.062 0.024
C 1.72514 -3.10682 0.02598 0.082 -0.178 -0.088
C 0.73288 -2.35532 0.65821 -0.096 0.085 0.096
C -1.34881 1.79297 0.37799 0.374 0.139 -0.201
C -1.01079 0.30560 -1.49731 0.147 0.313 0.141
C -0.56619 1.36744 -0.69773 -0.451 -0.245 -0.038
C -2.19645 -0.32859 -1.21944 -0.234 -0.010 0.157
C 1.88865 2.02223 1.02511 -0.327 0.343 -0.343
C 3.83533 0.79868 0.03691 0.029 -0.033 0.015
C -2.54247 1.15902 0.65369 -0.341 -0.368 -0.053
C 3.10875 -1.18864 -0.11363 -0.640 0.305 0.323
C 2.09173 -0.43204 0.51570 0.294 -0.577 -0.216
C 0.89900 -1.01057 0.92033 -0.147 0.049 0.142
H 3.69631 -3.12173 -0.83970 0.096 -0.075 -0.065
H 2.56600 2.69308 1.56174 -0.119 -0.059 0.019
H 2.13517 3.15447 -0.80793 -0.118 0.014 0.123
H 0.69449 3.61409 0.13078 0.047 -0.042 -0.059
H 1.08514 1.71619 1.69946 0.145 0.069 0.005
H -1.04144 2.61869 1.00029 0.045 0.065 0.043
H -3.15903 1.47432 1.48179 -0.005 0.012 0.013
H -0.18670 -2.83862 0.95228 -0.085 -0.037 0.034
H 4.45941 1.67004 -0.02730 0.092 0.267 0.019
H -0.38961 -0.00377 -2.32174 0.078 -0.073 -0.089
H 0.12623 -0.44562 1.42127 -0.088 0.032 0.016
H 1.54604 -4.15584 -0.15603 -0.003 -0.094 -0.019
H -2.54400 -1.15597 -1.81819 0.007 -0.025 -0.034

***

These records have E_tot values of -2709.2072, -4351.2413, -1178.0688, -969.3085 Eh, in the order they appear.